1.
The following is a DFT calculation (ωB97M-V with the def2-TZVPD basis set) of a cluster of 5 separate species, C15H17Br3N4O8 in total at a distorted geometry.

Values from the calculation:
**Max |F|**: 3.821 eV Å⁻¹
**Relative energy (zero: lowest compared OMol25 entry of this formula, charge and spin)**: 0.0 kcal per mole
**2S+1**: 1
**SMILES**: O=[N+]([O-])c1ccccc1.O=[N+]([O-])c1ccccc1.C[N+](=O)[O-].C[N+](=O)[O-].BrC(Br)Br
**Electronic energy**: -248285.7194 eV

Structure (XYZ):
```
47
C15H17Br3N4O8 (ωB97M-V with the def2-TZVPD basis set)
C -2.595 5.034 0.594
N -1.772 3.954 -0.033
O -1.002 4.203 -0.881
O -1.971 2.792 0.308
H -2.691 5.907 -0.051
H -2.130 5.314 1.540
H -3.519 4.571 0.941
C -1.171 0.413 -1.958
N -0.246 -0.521 -1.316
O -0.330 -1.724 -1.487
O 0.553 0.027 -0.572
H -2.077 0.199 -1.391
H -1.347 0.194 -3.011
H -0.839 1.444 -1.840
C 2.525 3.990 1.685
C 1.938 2.865 1.174
C 0.798 2.339 1.770
C 0.202 2.986 2.854
C 0.799 4.211 3.313
C 1.907 4.710 2.731
N -1.111 2.542 3.468
O -1.641 1.523 3.037
O -1.556 3.052 4.511
H 3.444 4.447 1.349
H 2.420 2.312 0.381
H 0.340 1.483 1.296
H 0.353 4.637 4.200
H 2.376 5.598 3.130
C -0.414 -5.549 -0.027
C -0.730 -6.889 0.208
C 0.224 -7.809 -0.030
C 1.489 -7.387 -0.508
C 1.792 -6.057 -0.759
C 0.803 -5.071 -0.500
N 2.598 -8.384 -0.628
O 2.273 -9.621 -0.666
O 3.731 -7.920 -0.803
H -1.192 -4.818 0.134
H -1.665 -7.177 0.665
H 0.073 -8.840 0.256
H 2.682 -5.706 -1.259
H 0.946 -4.000 -0.503
C -0.905 3.407 -4.160
Br 0.789 2.406 -3.748
Br -2.254 2.142 -4.929
Br -0.632 5.059 -5.308
H -1.267 3.713 -3.179
```

Results of the natural (NBO) charge analysis, in e, for atoms 1 through 5:
1 C -0.5009
2 N 0.5466
3 O -0.3752
4 O -0.3966
5 H 0.2402

2.
The following is a DFT calculation (ωB97M-V with the def2-TZVPD basis set) of an isolated molecule of C15H17Cl2IN4O at a distorted geometry.

Values from the calculation:
**Max |F|**: 5.219 eV Å⁻¹
**Relative energy (zero: lowest compared OMol25 entry of this formula, charge and spin)**: 49.9 kcal per mole
**2S+1**: 1
**SMILES**: NC[C@H]1CC[C@@H](n2c(I)c(Cl)c3c(Cl)cc(C(N)=O)nc32)CC1
**Electronic energy**: -56982.2841 eV

Structure (XYZ):
```
40
C15H17Cl2IN4O (ωB97M-V with the def2-TZVPD basis set)
O -1.517 5.648 -0.210
Cl -5.280 -1.016 -1.180
Cl -5.656 2.129 -0.773
I -2.813 -3.576 -0.669
N -1.324 2.101 0.151
C -1.196 4.589 0.369
C -3.607 -0.429 -0.809
C -2.510 -1.273 -0.727
C -1.949 3.288 0.117
C -1.995 0.959 -0.152
C -3.354 3.374 -0.188
C -4.022 2.202 -0.436
C -3.263 0.994 -0.511
N 0.014 4.760 0.996
N 4.387 -1.802 1.507
N -1.536 -0.428 -0.237
C 4.032 -1.887 0.129
C 0.405 -1.218 -1.429
C 0.101 -1.902 0.904
C 1.900 -1.655 -1.371
C 1.633 -2.071 1.131
C -0.150 -0.800 -0.076
C 2.502 -1.430 0.008
H -3.992 4.361 -0.154
H 0.540 3.991 1.331
H 0.485 5.679 0.972
H 5.190 -2.372 1.702
H 3.639 -2.145 2.092
H 3.951 -2.899 -0.271
H 4.745 -1.271 -0.566
H 0.260 -0.400 -2.217
H -0.150 -2.076 -1.826
H -0.376 -1.713 1.943
H -0.271 -2.835 0.656
H 2.403 -1.036 -2.122
H 1.970 -2.659 -1.728
H 1.933 -1.854 2.177
H 1.915 -3.111 1.071
H 0.353 0.126 0.303
H 2.603 -0.345 0.091
```

Results of the natural (NBO) charge analysis, in e, for atoms 1 through 5:
1 O -0.6095
2 Cl -0.0202
3 Cl 0.0929
4 I 0.1890
5 N -0.4252

3.
The following is a DFT calculation (ωB97M-V with the def2-TZVPD basis set) of a cluster of 2 separate species, C15H17F2N2O2P in total at a distorted geometry.

Values from the calculation:
**Max |F|**: 3.760 eV Å⁻¹
**2S+1**: 1
**Electronic energy**: -37624.6784 eV

Structure (XYZ):
```
39
C15H17F2N2O2P (ωB97M-V with the def2-TZVPD basis set)
C 3.068 1.730 1.482
C 2.789 0.583 1.223
C 2.546 -0.856 0.809
C 1.249 -1.378 1.444
N 0.164 -1.771 0.786
C -0.109 -1.861 -0.657
C -0.676 -0.521 -1.272
C 0.348 0.642 -1.094
C -0.142 2.006 -1.597
C -0.302 3.054 -0.645
C -0.704 4.362 -0.973
C -0.967 4.674 -2.330
C -0.828 3.643 -3.282
C -0.419 2.325 -2.949
C -0.739 -2.149 1.788
P -2.469 -2.861 1.699
O -2.412 -4.120 2.823
O -2.653 -3.603 0.289
C -0.174 -1.924 3.037
N 1.104 -1.446 2.769
F 1.965 -1.104 3.730
H 2.975 2.772 1.776
H 3.418 -1.498 1.026
H 2.432 -0.836 -0.293
H 0.804 -2.175 -1.202
H -0.829 -2.670 -0.826
H -0.815 -0.749 -2.351
H -1.652 -0.288 -0.798
H 1.291 0.365 -1.607
H 0.520 0.756 -0.003
H -0.080 2.805 0.409
H -0.763 5.096 -0.158
H -1.255 5.706 -2.571
H -1.016 3.913 -4.334
H -0.307 1.567 -3.736
H -2.330 -3.756 3.716
H -1.792 -4.106 0.063
H -0.693 -2.114 3.976
F -0.351 -4.100 -0.095
```

Results of the natural (NBO) charge analysis, in e, for atoms 1 through 5:
1 C -0.1936
2 C -0.0479
3 C -0.5175
4 C 0.4190
5 N -0.2691

4.
The following is a DFT calculation (ωB97M-V with the def2-TZVPD basis set) of a structure of composition C15H17F3IN4O6PdS3.

Values from the calculation:
**Max |F|**: 0.981 eV Å⁻¹
**Relative energy (zero: lowest compared OMol25 entry of this formula, charge and spin)**: 32.7 kcal per mole
**Charge**: -1
**2S+1**: 1
**Electronic energy**: -86317.4564 eV

Structure (XYZ):
```
50
C15H17F3IN4O6PdS3 (ωB97M-V with the def2-TZVPD basis set)
Pd -0.666 0.727 0.620
N -3.920 0.782 -5.508
C -2.952 1.114 -4.553
C -3.297 1.220 -3.209
C -2.348 1.571 -2.267
C -1.042 1.819 -2.661
C -0.691 1.742 -4.005
C -1.642 1.391 -4.944
S 0.163 2.321 -1.483
O 1.088 3.171 -2.173
O -0.563 2.912 -0.357
N 0.853 1.043 -0.722
C 1.438 0.011 -1.456
N 1.502 0.123 -2.781
C 2.029 -0.902 -3.439
C 2.511 -2.027 -2.803
C 2.446 -2.002 -1.417
N 1.932 -0.996 -0.733
H -4.698 0.253 -5.148
H -3.555 0.388 -6.360
H -4.312 1.007 -2.894
H -2.627 1.650 -1.225
H 0.327 1.952 -4.297
H -1.371 1.329 -5.993
H 2.067 -0.808 -4.520
H 2.922 -2.865 -3.346
H 2.833 -2.831 -0.832
O 0.341 -0.736 2.436
S 0.962 -2.088 2.566
C 1.076 -2.372 4.354
C 2.507 -2.784 4.658
C 3.378 -1.854 3.814
C 2.767 -1.865 2.414
H 0.317 -3.095 4.650
H 0.819 -1.393 4.767
H 2.677 -3.822 4.356
H 2.725 -2.715 5.725
H 4.422 -2.174 3.798
H 3.348 -0.843 4.223
H 3.150 -2.682 1.801
H 2.864 -0.937 1.852
F -2.592 3.836 2.982
C -2.828 2.730 3.682
F -2.708 3.022 4.980
F -4.097 2.369 3.462
S -1.648 1.394 3.227
O -1.600 0.579 4.406
O -0.449 2.102 2.824
O -2.297 0.776 2.015
I -1.563 -1.542 -0.487
```

Results of the natural (NBO) charge analysis, in e, for atoms 1 through 5:
1 Pd 0.9346
2 N -0.8032
3 C 0.1849
4 C -0.2692
5 C -0.1491

5.
The following is a DFT calculation (ωB97M-V with the def2-TZVPD basis set) of a structure of composition C15H17IN4OPt.

Values from the calculation:
**Max |F|**: 0.393 eV Å⁻¹
**Relative energy (zero: lowest compared OMol25 entry of this formula, charge and spin)**: 0.0 kcal per mole
**Charge**: +2
**2S+1**: 3
**Electronic energy**: -35169.4175 eV
**<S²>**: 2.006

Structure (XYZ):
```
39
C15H17IN4OPt (ωB97M-V with the def2-TZVPD basis set)
Pt 0.372 -0.334 -0.301
O 0.359 -1.798 1.451
C 0.060 -1.211 2.724
C 0.391 0.259 2.676
C 0.474 0.994 3.849
C 0.765 2.344 3.785
C 0.982 2.931 2.543
C 0.890 2.146 1.418
N 0.589 0.836 1.483
H 0.117 -2.732 1.432
H 0.653 -1.692 3.502
H -1.000 -1.345 2.957
H 0.317 0.501 4.800
H 0.832 2.931 4.691
H 1.224 3.980 2.449
H 1.064 2.548 0.429
I 4.809 -1.029 -4.600
C 3.857 -0.750 -2.806
C 4.418 -0.720 -1.544
N 3.425 -0.519 -0.665
N 2.238 -0.394 -1.289
C 2.496 -0.529 -2.592
H 5.441 -0.828 -1.221
H 3.489 -0.434 0.336
H 1.702 -0.479 -3.320
N -0.811 0.803 -1.726
C -2.078 0.090 -1.640
C -2.504 -0.706 -2.691
C -3.679 -1.429 -2.544
C -4.410 -1.350 -1.366
C -3.975 -0.540 -0.325
C -2.798 0.184 -0.453
H -0.457 0.812 -2.678
H -0.918 1.773 -1.441
H -1.940 -0.757 -3.615
H -4.029 -2.047 -3.359
H -5.329 -1.910 -1.265
H -4.562 -0.456 0.580
H -2.476 0.855 0.337
```

Results of the natural (NBO) charge analysis, in e, for atoms 1 through 5:
1 Pt 1.1943
2 O -0.7541
3 C -0.1039
4 C 0.1928
5 C -0.2163

6.
The following is a DFT calculation (ωB97M-V with the def2-TZVPD basis set) of an isolated molecule of C15H17NOS.

Values from the calculation:
**Max |F|**: 0.714 eV Å⁻¹
**Relative energy (zero: lowest compared OMol25 entry of this formula, charge and spin)**: 11.0 kcal per mole
**2S+1**: 1
**SMILES**: CC(C)N(Cc1ccccc1)C(=O)c1cccs1
**Electronic energy**: -30203.9315 eV

Structure (XYZ):
```
35
C15H17NOS (ωB97M-V with the def2-TZVPD basis set)
C -3.057 -0.998 1.267
H -2.915 -0.219 2.009
H -2.405 -1.837 1.501
H -4.088 -1.341 1.306
C -2.751 -0.449 -0.126
N -1.360 0.003 -0.231
C -0.943 1.063 0.504
O -1.624 1.607 1.354
C 0.420 1.576 0.199
C 0.864 2.167 -0.947
C 2.181 2.661 -0.837
C 2.711 2.449 0.395
S 1.607 1.665 1.451
H 3.686 2.709 0.753
H 2.704 3.149 -1.639
H 0.267 2.260 -1.838
C -0.458 -0.710 -1.118
C 0.853 -1.078 -0.466
C 2.053 -0.900 -1.140
C 3.253 -1.238 -0.540
C 3.265 -1.761 0.741
C 2.071 -1.955 1.415
C 0.873 -1.619 0.813
H -0.055 -1.759 1.348
H 2.074 -2.364 2.414
H 4.202 -2.017 1.213
H 4.180 -1.085 -1.073
H 2.049 -0.483 -2.137
H -0.266 -0.125 -2.026
H -0.959 -1.634 -1.425
C -3.713 0.676 -0.502
H -3.648 1.480 0.224
H -3.469 1.070 -1.487
H -4.732 0.297 -0.520
H -2.869 -1.259 -0.855
```

Results of the natural (NBO) charge analysis, in e, for atoms 1 through 5:
1 C -0.6224
2 H 0.2418
3 H 0.2005
4 H 0.2099
5 C -0.0214